Below is the molecule C4H7BrO in a non-equilibrium geometry, with properties calculated with the ωB97M-V functional and the def2-TZVPD basis.

The geometry in XYZ format:
```
13
Properties=species:S:1:pos:R:3:forces:R:3
C -0.095658 -0.654402 -0.416901 -0.110 -2.748 0.156
C -2.523451 -0.778374 0.403408 1.971 0.036 -0.620
C 1.846286 0.747348 0.630140 -1.585 -2.048 -0.856
C 0.881052 0.486000 -0.625322 -1.784 0.335 0.703
O -1.321294 -0.305298 -0.067110 -2.211 1.238 0.301
Br -4.133229 0.250993 0.067109 1.375 -0.567 0.062
H 0.074646 -1.815120 -0.438632 0.093 2.417 0.094
H -2.622094 -1.861151 0.420348 -0.251 0.183 -0.143
H 1.235050 0.869494 1.586198 1.160 -0.447 -1.210
H 2.398808 1.622566 0.411755 0.706 0.942 0.071
H 2.560405 -0.172930 0.555850 -1.271 1.689 0.894
H 1.520490 0.335926 -1.453754 0.772 -0.787 -0.927
H 0.178986 1.274954 -1.073093 1.133 -0.244 1.475
```
Positions in Å, forces in eV/Å.

Properties
* strongest force on any atom: 2.754 eV/Å
* HOMO-LUMO gap (spin up / spin down): 8.362 / 7.650 eV
* DFT total energy: -2805.69450 hartree
* HOMO (spin up / spin down): -7.77 / -7.32 eV
* relative energy (zero: lowest compared OMol25 entry of this formula, charge and spin): 101.2 kcal/mol